Entry 1:
{
  "formula": "ClH2PS2",
  "method": "ωB97M-V/def2-TZVPD",
  "multiplicity": 3,
  "s2": 2.0080,
  "gap_ev": [5.337, 6.056],
  "symbols": ["P", "S", "S", "Cl", "H", "H"],
  "xyz": [[0.25602, 0.49833, -0.02531], [-1.73731, -0.13371, -0.20216], [1.40318, -1.26639, 0.19199], [0.62158, 0.97695, -1.96459], [-2.22304, 0.74251, 0.68232], [1.67957, -0.81769, 1.31775]],
  "forces_ev_per_angstrom": [[-2.6, 2.8, -1.0], [-0.1, 0.2, 0.5], [2.1, -3.9, -2.8], [0.3, -0.1, 0.2], [-0.2, 0.2, 0.0], [0.5, 0.8, 3.1]]
}

=====

Entry 2:
{
  "formula": "C3H5NOS",
  "method": "ωB97M-V/def2-TZVPD",
  "multiplicity": 1,
  "gap_ev": 9.331,
  "relative_energy_kcal_mol": 34.5,
  "smiles": "O[C@@H]1CNC1=S",
  "symbols": ["O", "C", "C", "N", "C", "S", "H", "H", "H", "H", "H"],
  "xyz": [[-1.42570, -0.88951, 0.74606], [-0.64090, 0.20555, 0.41364], [-0.28665, 0.33669, -1.07463], [1.11259, 0.13511, -0.71373], [0.86310, -0.08638, 0.60015], [1.71660, -0.62151, 1.88274], [-1.25583, -1.24625, 1.64451], [-0.89453, 1.16191, 0.91219], [-0.52149, 1.33214, -1.48224], [-0.66418, -0.40750, -1.77702], [1.99700, 0.07975, -1.15167]],
  "forces_ev_per_angstrom": [[-0.8, -0.4, 0.2], [1.2, -0.4, 0.8], [-0.5, 0.9, -1.2], [-0.6, 0.0, 1.9], [0.1, -0.1, -0.1], [0.0, 0.2, -0.3], [0.3, 0.7, -0.7], [-0.3, -0.5, -0.3], [0.2, -0.2, 0.0], [-0.2, -0.2, 0.4], [0.6, 0.0, -0.8]]
}

=====

Entry 3:
{
  "formula": "C36H66N12O4S",
  "method": "ωB97M-V/def2-TZVPD",
  "multiplicity": 1,
  "gap_ev": 7.367,
  "relative_energy_kcal_mol": 140.9,
  "total_charge": 4,
  "symbols": ["S", "O", "O", "O", "O", "C", "C", "N", "C", "C", "N", "C", "C", "H", "H", "H", "H", "H", "H", "H", "H", "H", "H", "H", "C", "C", "N", "C", "C", "N", "C", "C", "H", "H", "H", "H", "H", "H", "H", "H", "H", "H", "H", "C", "C", "N", "C", "C", "N", "C", "C", "H", "H", "H", "H", "H", "H", "H", "H", "H", "H", "H", "C", "C", "N", "C", "C", "N", "C", "C", "H", "H", "H", "H", "H", "H", "H", "H", "H", "H", "H", "C", "C", "N", "C", "C", "N", "C", "C", "H", "H", "H", "H", "H", "H", "H", "H", "H", "H", "H", "C", "C", "N", "C", "C", "N", "C", "C", "H", "H", "H", "H", "H", "H", "H", "H", "H", "H", "H"],
  "xyz": [[1.74179, -0.28048, 1.09647], [3.11964, -0.62831, 1.28717], [1.69253, 1.01313, 0.35271], [1.06717, -1.22996, 0.17815], [1.01648, -0.16440, 2.37605], [3.97569, -1.20445, -6.29172], [5.07776, -1.24681, -5.35331], [4.63404, -0.78391, -4.04042], [3.85949, -1.55541, -3.21008], [3.87372, -0.92541, -1.92293], [4.57560, 0.15795, -2.04462], [5.16112, 0.27999, -3.25104], [4.57278, 1.11776, -1.00380], [3.86041, -0.18788, -6.66776], [3.03051, -1.38818, -5.78086], [4.16714, -1.88913, -7.11795], [5.85463, -0.59108, -5.74649], [5.46808, -2.24365, -5.14823], [3.33264, -2.42954, -3.56325], [3.31048, -1.22819, -1.05259], [5.84126, 1.03816, -3.61019], [5.39002, 1.83747, -1.05105], [4.90248, 0.59847, -0.10395], [3.60805, 1.62023, -0.93362], [0.70298, 2.86867, 5.40483], [0.82824, 2.44826, 3.93721], [0.94127, 3.57950, 3.07142], [1.79753, 3.80145, 2.04171], [1.50860, 5.08925, 1.46455], [0.38315, 5.54818, 2.13518], [-0.01974, 4.67426, 3.10091], [-0.29208, 6.80769, 1.85831], [-0.10907, 3.58048, 5.55315], [1.72616, 3.18756, 5.60361], [0.54484, 2.08054, 6.14100], [-0.07292, 1.95296, 3.57568], [1.70979, 1.81392, 3.84459], [2.47447, 3.00215, 1.77850], [1.76309, 5.76122, 0.65827], [-0.88014, 4.95757, 3.68900], [-0.15102, 7.03606, 0.80188], [0.17011, 7.53439, 2.52643], [-1.36659, 6.69414, 2.00192], [1.06883, -4.77921, 1.83162], [1.26420, -4.34089, 0.33287], [1.19613, -5.45333, -0.56919], [0.08242, -6.01064, -1.06893], [0.51800, -7.08838, -1.98196], [1.92029, -7.02148, -2.07229], [2.31744, -6.08868, -1.10347], [2.75176, -7.86535, -2.92456], [0.94269, -4.04742, 2.62953], [1.81811, -5.49312, 2.17369], [0.11501, -5.30654, 1.84777], [2.22856, -3.83287, 0.32806], [0.40098, -3.75895, 0.00991], [-0.92272, -5.65292, -0.90118], [-0.05238, -7.75971, -2.60677], [3.35624, -5.89417, -0.88108], [3.61622, -8.25508, -2.38704], [3.22878, -7.33015, -3.74560], [2.21815, -8.65452, -3.45424], [-0.09629, -3.17934, -3.00309], [-1.04152, -1.96798, -2.73668], [-0.40526, -0.72863, -3.19449], [-0.43516, -0.40665, -4.54308], [0.34327, 0.72671, -4.62079], [0.81714, 1.12760, -3.34623], [0.23653, 0.21005, -2.49563], [1.34673, 2.34884, -2.92776], [0.44280, -3.22762, -3.94921], [-0.68797, -4.08550, -2.87311], [0.67286, -3.23803, -2.23299], [-1.39933, -1.79231, -1.72218], [-1.98754, -2.00809, -3.27662], [-0.88553, -1.06862, -5.26789], [0.60081, 1.31682, -5.48787], [0.33723, 0.26362, -1.42167], [1.05406, 3.15561, -3.59974], [2.42241, 2.52480, -2.92002], [1.01098, 2.55652, -1.91177], [-6.68260, -1.65399, 2.66459], [-5.66720, -1.23477, 1.54756], [-4.22341, -1.32003, 1.86617], [-3.22923, -1.20997, 0.97135], [-2.00079, -1.31023, 1.65219], [-2.28947, -1.58960, 2.92872], [-3.65036, -1.60957, 3.03520], [-1.38095, -1.53128, 4.01608], [-6.49927, -0.94884, 3.47530], [-6.60384, -2.66556, 3.06285], [-7.71082, -1.45407, 2.36310], [-5.86643, -0.18068, 1.35444], [-5.86640, -1.64283, 0.55665], [-3.50698, -0.98599, -0.04800], [-0.95760, -1.12561, 1.44227], [-4.19964, -1.55004, 3.96318], [-1.45718, -0.51428, 4.40079], [-0.35429, -1.76586, 3.73491], [-1.82727, -2.05118, 4.86379], [-4.47760, 6.32453, 2.80163], [-4.72662, 5.38155, 1.60844], [-3.81621, 4.22644, 1.59075], [-3.77813, 3.34286, 2.61971], [-2.77781, 2.46452, 2.35505], [-2.10922, 2.78233, 1.19819], [-2.79180, 3.95830, 0.76778], [-1.09591, 1.99605, 0.42117], [-5.16039, 7.16579, 2.68262], [-3.56886, 6.91674, 2.69402], [-4.50256, 5.85869, 3.78676], [-4.56602, 5.96612, 0.70258], [-5.74362, 4.99028, 1.63533], [-4.44142, 3.45253, 3.46494], [-2.44721, 1.57387, 2.86872], [-2.48544, 4.37231, -0.18151], [-0.55031, 1.25446, 1.00465], [-0.48305, 2.77749, -0.02812], [-1.71119, 1.54053, -0.35474]],
  "forces_ev_per_angstrom": [[-0.1, 0.8, -0.9], [1.5, -0.8, 0.3], [-0.5, 1.4, -0.2], [-1.0, -1.2, -0.3], [-0.9, 0.0, 0.1], [-1.8, 0.3, -1.3], [1.6, 0.1, 1.0], [1.5, 2.1, 3.2], [0.2, 1.6, 2.0], [-2.5, -4.2, -3.1], [2.3, 2.0, -1.6], [-2.1, -2.6, -1.7], [1.6, 1.3, 1.9], [0.1, 0.0, -0.3], [-0.1, -0.6, -0.3], [-0.4, 0.1, 0.0], [0.4, -0.2, 0.5], [0.2, 0.0, -0.4], [0.2, 0.0, 0.1], [0.1, 0.3, 0.3], [-0.1, 0.0, 0.2], [-0.1, 0.2, -0.9], [-1.0, -0.1, 0.3], [0.1, -0.4, 0.4], [0.7, -0.1, -0.4], [-0.8, -1.4, 1.1], [-2.9, 4.7, -0.8], [-0.3, 2.2, -0.8], [-1.4, -1.8, 1.6], [0.0, -2.5, 1.1], [3.4, -0.6, -2.0], [0.2, 0.0, -0.1], [0.4, 0.4, 0.1], [-0.4, 1.0, 0.7], [-0.2, -0.4, -0.6], [0.3, -0.7, 0.1], [-0.3, -0.1, -0.5], [0.2, 0.2, -0.2], [1.0, -0.7, -0.1], [0.3, -0.8, 0.5], [0.2, 0.3, 0.2], [-0.4, 0.4, -0.3], [0.2, 0.1, 0.3], [-1.0, -1.0, -0.7], [-0.4, 0.7, 2.7], [3.5, -2.4, -1.6], [0.9, -3.7, -3.1], [0.3, 3.2, 1.5], [-2.1, 1.7, 3.1], [-1.9, -0.6, -1.6], [1.3, -0.1, -0.6], [0.5, 0.7, -0.7], [0.2, 0.1, -0.2], [-0.1, -0.4, 0.1], [-0.3, 0.2, -0.9], [0.6, 0.8, 0.3], [0.2, -0.2, 0.3], [0.0, 0.1, 0.1], [-0.2, 0.2, 0.1], [-0.4, -0.3, 0.4], [-0.3, 0.7, 0.1], [-0.4, 0.0, 0.7], [-0.7, 0.0, 1.3], [0.3, 0.1, -0.4], [-0.3, 0.7, 0.0], [2.1, 1.4, 1.0], [0.3, 0.4, -0.5], [-3.4, -4.6, -0.8], [1.0, 0.4, -0.7], [0.8, 2.9, 0.5], [-0.6, 0.4, -0.3], [0.0, 0.0, -0.3], [0.0, 0.3, 0.1], [0.8, -0.5, 0.4], [0.2, -0.4, -0.4], [0.0, 0.3, -0.1], [0.0, -0.1, 0.0], [0.3, -0.3, 0.4], [-0.6, -0.1, 0.1], [0.3, -1.1, 0.0], [0.0, 0.0, -0.1], [1.2, 0.6, -0.1], [-1.4, 0.5, 0.1], [0.1, -1.4, 1.1], [2.1, 0.7, -0.8], [-0.9, 0.2, -1.6], [-3.4, 0.0, -0.8], [0.1, 0.7, 1.2], [-0.1, 0.8, 2.0], [-0.1, -0.1, 0.3], [0.1, 0.0, -0.3], [0.2, -0.2, -0.4], [0.1, 0.2, 0.2], [0.3, -0.8, 0.3], [0.5, -0.1, 0.0], [0.3, -0.2, -0.8], [0.2, -0.6, 0.1], [0.7, 0.3, -0.2], [-0.3, -0.1, 0.1], [0.5, -0.8, -0.2], [0.2, 0.5, -0.8], [0.1, 1.0, 0.3], [1.6, 0.3, -0.6], [0.1, -0.6, 0.3], [1.0, -1.5, 0.2], [-3.1, 3.2, 0.5], [1.5, -2.7, -0.1], [-1.4, 1.2, -0.2], [-0.7, -0.4, 0.5], [0.6, -0.6, 0.0], [-0.3, 0.2, -0.1], [-0.2, -0.3, -0.1], [0.1, 0.0, -0.1], [0.0, -0.3, -0.1], [-0.2, 0.1, 0.3], [-0.5, 0.6, 0.2], [0.1, 0.4, 0.2], [0.5, -0.5, 0.1], [0.4, -0.4, -0.1]]
}

=====

Across the entries above, strongest force on any atom takes the values 5.3 2.1 5.8 eV/A, respectively.
Across the entries above, M takes the values 132.58 103.15 763.07 g mol⁻¹, respectively.